# C30H54BCaCl2F4LiMgN6O16PS2

C30H54BCaCl2F4LiMgN6O16PS2 as an isolated structure in a non-equilibrium geometry (the ωB97M-V functional and the def2-TZVPD basis, OMol25).

HOMO level: -7.54 eV
Frontier orbital gap: 1.115 eV
DFT total energy: -165287.0274 eV
Charge: +1
E_LUMO: -6.42 eV
Strongest force on any atom: 0.1567 hartree/bohr

Last column: Löwdin charge in e.
Cartesian coordinates (Å):
Ca 1.94743 -4.64240 -2.12002  1.08
Cl 3.68882 3.08152 -0.64864  0.21
Cl 3.91897 -0.17444 -3.60838  0.31
S -5.79911 -6.18279 0.22923  0.28
S 4.67944 1.66305 -4.22600  0.43
P 2.98262 2.62821 1.33334  0.61
Mg 5.39306 -1.81569 2.28356  0.61
F -6.98209 -0.51053 2.25689  0.04
F -5.04339 -0.21116 0.96607  0.02
F -6.35411 1.64342 1.56954  0.02
F -7.16089 0.09691 -0.00056  0.04
O -8.73472 -2.98325 -8.61386  0.00
O 0.22202 6.57070 2.40897  0.30
O 4.35423 1.79580 2.02083  -0.46
O -5.18763 -6.01580 -1.09912  -0.18
O -2.62508 1.70148 -2.91707  0.00
O -1.97843 -1.50786 1.27587  -0.07
O -4.99221 -5.46845 1.23035  -0.19
O -5.85162 -7.61334 0.56458  -0.18
O 5.16795 -0.54341 6.95302  -0.61
O -7.16269 -5.63435 0.21890  -0.14
O 4.97288 -4.30638 0.07946  -0.28
O -5.06970 -3.31201 -2.15352  0.29
O -3.05141 -3.16234 -2.39944  0.16
O -4.30528 -3.20202 -4.21024  0.17
O 5.83785 2.06046 -3.31259  -0.42
O 5.25073 1.57600 -5.62313  -0.38
N -7.23995 -2.28153 -7.01981  -0.20
N -1.91967 0.54249 -0.89172  0.22
N 0.52527 2.58976 -0.84066  0.07
N 4.98106 6.22247 4.68663  0.33
N -4.95443 1.78947 -1.73262  0.24
N 2.33566 0.25551 3.51699  -0.02
C 2.28511 1.40481 4.45525  -0.21
C 4.47594 -3.54378 1.20782  -0.40
C 1.01727 -3.08032 3.21825  -0.18
C -8.48711 -2.44327 -7.55061  -0.35
C -0.00437 -1.84973 3.44014  -0.13
C -3.90215 1.57693 -2.29921  -0.20
C 3.43905 3.04578 -4.18727  -0.26
C 0.29380 -2.40244 -1.30067  -0.17
C 0.17321 -0.66039 2.34314  -0.02
C 2.15368 -2.82778 2.11606  -0.24
C 3.08474 -4.14440 1.82496  -0.12
C 1.19522 3.95699 -3.26936  -0.23
C 5.99265 -3.47014 -0.55139  -0.11
C 1.73506 4.56237 4.35340  -0.17
C -0.48766 2.60758 -1.84540  -0.10
C 1.49144 1.46181 1.25759  -0.27
C -0.84365 0.55602 0.06692  -0.07
C -7.02472 -1.62629 -5.74533  -0.05
C -6.09425 -2.78073 -7.75337  -0.05
C 1.97039 2.58799 -3.65893  -0.26
C -0.91955 -0.57036 1.20472  -0.05
C -0.61580 -3.14532 -0.19417  -0.20
C 1.39005 0.37103 2.40850  -0.16
C 0.61463 3.48038 3.96381  -0.25
C 0.82542 2.03922 4.70044  -0.16
C -1.66123 1.58459 -1.83249  -0.13
C 0.36506 1.52844 0.12773  -0.16
C -2.00472 -2.41229 0.13843  -0.16
C -4.15199 -3.22337 -2.99248  -0.92
C -0.37739 3.76178 -2.97967  -0.11
B -6.38745 0.25338 1.19760  -1.15
Li 2.44874 0.69712 7.38233  0.76
H 3.26766 -4.61438 2.85499  0.12
H 0.30161 -1.35333 4.44740  0.10
H 5.91716 6.59940 4.87106  0.17
H 0.37982 -4.02437 2.98881  0.13
H 3.84243 3.86157 -3.48151  0.10
H 4.94651 5.84391 3.73416  0.16
H 6.11038 -0.41522 6.98250  -0.19
H 5.11716 2.31666 1.64482  0.04
H 1.70905 4.37736 -2.31607  0.08
H 0.53924 5.97957 1.68162  0.20
H -7.97016 -1.30269 -5.30648  0.09
H 2.32074 -0.65935 3.98441  0.10
H 1.50537 5.62016 3.94852  0.04
H -5.17218 -2.57934 -7.20611  0.08
H -6.53496 -2.32661 -5.06506  0.07
H -0.38591 3.88233 4.39860  0.12
H -2.39565 -1.96045 -0.83595  0.10
H -0.91914 3.42759 -3.92852  0.13
H 2.76746 4.28680 3.89228  0.02
H 2.58241 -4.90021 1.12839  0.08
H -0.08388 -3.38123 0.79109  0.09
H 3.08580 2.19653 4.17168  0.09
H 4.77487 5.47553 5.35876  0.16
H 6.25010 -2.51335 0.02394  0.02
H -6.20589 -3.85775 -7.90203  0.09
H 0.74028 -3.22766 -1.99850  -0.15
H -2.75510 -3.25331 0.41497  0.16
H 0.77046 2.29154 5.83739  0.10
H 4.28705 6.96958 4.78277  0.16
H 4.20786 -2.47070 0.78441  0.05
H 0.44929 3.38448 2.83585  0.08
H 1.92735 4.66454 5.48484  0.09
H -9.28451 -2.02853 -6.91312  0.13
H 1.43334 2.07768 -4.53271  0.13
H -6.05570 -2.29409 -8.73161  0.09
H 1.08684 -1.69788 -0.86771  0.08
H -6.38356 -0.75406 -5.89860  0.09
H -0.73162 6.41077 2.61403  0.22
H 2.03367 1.83552 -2.79076  0.06
H -0.89770 -4.17667 -0.65380  0.11
H -1.10209 -2.14458 3.55424  0.13
H 3.32726 3.41533 -5.27903  0.13
H 5.29733 -3.38970 2.02476  -0.05
H -0.05286 1.32246 4.51160  0.13
H -0.43932 -1.79824 -1.96841  0.10
H 0.39102 7.52015 2.20154  0.21
H -0.77876 4.77846 -2.62071  0.12
H 5.74228 -3.15683 -1.62806  0.09
H 2.64016 0.99903 5.48702  0.05
H 1.39914 4.69900 -4.11783  0.12
H 1.53546 -3.29661 4.22803  0.12
H 2.90458 -2.00421 2.43649  0.02
H 6.96618 -4.10356 -0.56716  0.12
H 1.75670 -2.49616 1.08515  0.08